Here is a 2-piece molecular cluster, C4H7N3OS overall at a distorted geometry from the OMol25 dataset. Energies are from ωB97M-V with the def2-TZVPD basis set.

The geometry in XYZ format:
```
16
Properties=species:S:1:pos:R:3:forces:R:3:lowdin_charge:R:1
C 1.1146 -1.7809 -0.0090 -0.580 0.070 -0.438 -0.102
C 2.0443 -0.7246 0.0595 0.061 -1.227 0.026 -0.073
C -0.1044 -1.2253 -0.0024 -2.481 2.150 0.642 -0.130
C 1.3923 0.4238 0.1428 -1.076 2.783 -0.138 -0.422
N 1.7965 1.7819 0.2196 -0.656 0.253 -0.238 0.090
N 0.0688 0.1829 0.0859 -1.844 0.563 0.942 0.032
N -2.6096 1.0444 0.2189 0.336 0.225 0.318 -0.332
O -4.1571 -0.8787 -0.3842 0.730 0.688 1.433 -0.503
S -3.5188 -0.0616 0.6630 -0.883 -0.559 -1.975 0.862
H 1.2973 -2.7952 -0.2189 0.373 -0.990 0.089 0.087
H 3.0462 -0.8735 -0.0024 2.784 -0.150 -0.090 0.073
H -1.1628 -1.5046 0.0202 0.828 -0.692 -0.204 0.077
H 2.6224 1.8737 -0.3353 0.586 0.408 -0.148 0.069
H -0.6377 0.9175 0.4504 1.589 -2.180 -0.814 0.126
H 1.0842 2.4468 -0.1651 0.903 -1.107 0.477 0.101
H -2.2762 1.1735 -0.7432 -0.671 -0.235 0.118 0.045
```
Positions in Å, forces in eV/Å.

Results
F_max = 3.34 eV Å⁻¹
energy relative to the best compared isomer or geometry (same formula, charge and spin) = 2.130 eV
energy = -21612.6971 eV
frontier orbital gap = 0.2433 hartree
HOMO = -7.67 eV